No. 1
Molecular formula: C19H19CoGeN2O2S
Method: DFT, wB97M-V/def2-TZVPD

Geometry as ORCA input:
```
! wB97M-V def2-TZVPD RIJCOSX def2/J DEFGRID3
* xyz 2 5
Co -0.68 -2.65 -2.10
N 0.71 -3.68 -0.78
N 1.48 -2.69 -0.15
C 1.18 -1.40 -0.42
O 1.95 -0.53 0.15
O 0.23 -1.09 -1.17
H 0.25 -4.27 -0.09
H 1.30 -4.27 -1.36
H 2.26 -2.93 0.44
Ge 1.53 1.27 -0.18
C -0.09 1.70 0.73
C -0.27 1.26 2.04
C -1.43 1.60 2.72
C -2.40 2.37 2.10
C -2.22 2.81 0.79
C -1.07 2.47 0.10
C 3.08 2.09 0.73
C 4.37 1.91 0.31
C 5.48 2.56 0.98
C 5.27 3.40 2.08
C 3.98 3.59 2.51
C 2.89 2.94 1.83
H 1.65 1.46 -1.68
H 0.47 0.65 2.54
H -1.58 1.26 3.74
H -3.31 2.64 2.63
H -2.98 3.41 0.31
H -0.94 2.80 -0.92
H 4.61 1.29 -0.54
H 6.48 2.38 0.62
H 6.10 3.88 2.57
H 3.77 4.24 3.35
H 1.88 3.14 2.19
S -1.22 -3.55 -3.99
C -2.65 -3.14 -3.00
C -3.03 -1.79 -2.84
C -4.07 -1.45 -1.98
C -4.75 -2.44 -1.29
C -4.39 -3.77 -1.44
C -3.35 -4.13 -2.28
H -2.54 -1.03 -3.44
H -4.36 -0.41 -1.87
H -5.57 -2.17 -0.64
H -4.93 -4.54 -0.91
H -3.07 -5.16 -2.41
*
```

For the HOMO-LUMO gap (alpha / beta), the calculation gives 6.428 / 3.070 eV. As for the HOMO energy (alpha / beta): -13.091 / -13.643 eV. As for the total energy: -4852.6900 Ha. The calculation puts the energy relative to the best compared isomer or geometry (same formula, charge and spin) at 0.0 kJ/mol. As for the expectation value of S²: 6.038.

No. 2
Molecular formula: C19H19F3N6O2
Method: DFT, wB97M-V/def2-TZVPD

Geometry as ORCA input:
```
! wB97M-V def2-TZVPD RIJCOSX def2/J DEFGRID3
* xyz 0 1
O -1.66 2.22 1.85
O 1.58 0.29 -3.81
F -1.65 -3.58 3.83
F -1.93 -5.12 2.36
F -3.49 -3.50 2.47
N -0.80 2.14 -0.36
N 0.00 -3.05 1.64
C -1.53 2.71 0.72
C 0.91 0.87 -3.07
C -1.09 2.98 -1.34
C -1.86 3.23 -3.72
C -2.87 4.20 -3.25
C -0.94 2.64 -2.82
C -2.73 4.70 -1.93
C 0.74 -2.25 0.89
C -1.31 -3.00 1.50
C -1.90 -2.41 0.40
C -1.06 -1.87 -0.60
C 0.26 -1.59 -0.28
N 0.17 2.01 -3.48
N -2.08 3.95 0.34
N 0.46 0.16 -1.94
N 1.97 -1.99 1.45
C -2.14 -3.82 2.54
C -1.60 4.31 -0.97
C 1.15 -0.91 -1.19
C 2.08 -0.84 2.31
C 2.93 -3.02 1.68
C 3.22 -1.25 3.24
C 3.98 -2.29 2.46
H -1.77 3.17 -4.72
H -3.66 4.71 -3.89
H -3.29 5.57 -1.70
H -2.94 -2.30 0.34
H -1.48 -1.48 -1.59
H 0.27 2.14 -4.50
H -3.15 3.85 0.49
H -0.50 0.31 -1.77
H -0.89 5.09 -1.03
H 2.01 -0.40 -0.71
H 1.66 -1.68 -1.92
H 2.35 0.03 1.71
H 1.11 -0.68 2.87
H 3.30 -3.29 0.66
H 2.66 -3.90 2.26
H 3.75 -0.38 3.48
H 2.65 -1.75 4.21
H 4.69 -1.92 1.80
H 4.44 -3.03 3.12
*
```

For the HOMO-LUMO gap, the calculation gives 6.732 eV. As for the HOMO energy: -8.047 eV. The SMILES is O=C1N=C2C(NC(=O)NCc3ccc(C(F)(F)F)nc3N3CCCC3)=CC=C[C@H]2N1. As for the total energy: -1513.9143 Ha. The calculation puts the energy relative to the best compared isomer or geometry (same formula, charge and spin) at 127.1 kJ/mol.

No. 3
Molecular formula: C19H19N2O2PPtS
Method: DFT, wB97M-V/def2-TZVPD

Geometry as ORCA input:
```
! wB97M-V def2-TZVPD RIJCOSX def2/J DEFGRID3
* xyz 0 3
Pt -0.22 2.59 -0.84
N 1.23 1.37 2.27
C 0.14 0.58 2.54
C -0.23 0.35 3.87
C -1.29 -0.47 4.18
C -2.03 -1.09 3.18
C -1.68 -0.88 1.86
C -0.60 -0.06 1.52
P -0.20 0.25 -0.21
C 1.43 -0.47 -0.50
C 2.07 -1.27 0.44
C 3.31 -1.82 0.16
C 3.91 -1.59 -1.07
C 3.28 -0.79 -2.02
C 2.04 -0.23 -1.73
C -1.32 -0.81 -1.17
C -2.56 -0.32 -1.58
C -3.44 -1.15 -2.27
C -3.09 -2.46 -2.55
C -1.86 -2.95 -2.15
C -0.97 -2.13 -1.46
H 1.42 1.75 1.35
H 1.59 1.91 3.03
H 0.34 0.83 4.66
H -1.56 -0.62 5.22
H -2.86 -1.74 3.43
H -2.24 -1.36 1.08
H 1.60 -1.45 1.40
H 3.81 -2.44 0.90
H 4.88 -2.02 -1.29
H 3.75 -0.60 -2.97
H 1.56 0.41 -2.46
H -2.83 0.70 -1.39
H -4.40 -0.76 -2.58
H -3.78 -3.10 -3.09
H -1.58 -3.97 -2.38
H -0.01 -2.52 -1.15
O -4.54 3.47 -1.27
S -3.30 3.57 -0.53
N -2.10 2.93 -1.13
C 2.49 3.71 -0.67
O 1.66 2.61 -0.36
H 3.35 3.36 -1.24
H 2.86 4.17 0.25
H 1.97 4.48 -1.26
*
```

For the HOMO-LUMO gap (alpha / beta), the calculation gives 7.439 / 6.825 eV. As for the HOMO energy (alpha / beta): -7.088 / -8.173 eV. As for the total energy: -1854.2046 Ha. The calculation puts the energy relative to the best compared isomer or geometry (same formula, charge and spin) at 0.0 kJ/mol. As for the expectation value of S²: 2.011.

No. 4
Molecular formula: C19H19N2O6P2STa
Method: DFT, wB97M-V/def2-TZVPD

Geometry as ORCA input:
```
! wB97M-V def2-TZVPD RIJCOSX def2/J DEFGRID3
* xyz 2 1
Ta 0.99 0.09 -0.03
S 3.57 1.16 3.59
C 4.43 1.69 2.21
C 3.75 1.43 1.05
C 2.50 0.79 1.28
C 2.29 0.61 2.64
C 1.20 -0.25 3.07
C 0.85 -0.55 4.37
C -0.17 -1.45 4.60
C -0.83 -2.03 3.52
C -0.46 -1.65 2.25
N 0.54 -0.78 2.02
H 5.38 2.17 2.33
H 4.14 1.69 0.08
H 1.38 -0.08 5.20
H -0.45 -1.71 5.61
H -1.62 -2.75 3.66
H -0.96 -2.05 1.37
N 0.80 -0.68 -4.37
C 1.90 -0.37 -3.36
C 3.26 -0.33 -4.03
P 1.35 1.22 -2.55
O 1.66 2.26 -3.68
O 2.13 1.39 -1.24
O -0.06 0.99 -2.13
P 1.70 -1.68 -2.05
O 2.27 -2.93 -2.77
O 2.45 -1.22 -0.79
O 0.26 -1.66 -1.64
H 0.76 0.04 -5.11
H -0.11 -0.69 -3.88
H 0.94 -1.58 -4.82
H 3.31 0.45 -4.79
H 3.51 -1.29 -4.48
H 4.02 -0.12 -3.27
H 1.46 3.20 -3.52
H 2.29 -3.78 -2.31
C -1.05 0.33 0.26
C -2.24 0.48 0.47
C -3.63 0.66 0.73
C -4.28 -0.14 1.67
C -5.63 0.04 1.91
C -6.32 1.03 1.23
C -5.68 1.84 0.30
C -4.33 1.65 0.04
H -3.73 -0.90 2.20
H -6.14 -0.58 2.64
H -7.38 1.18 1.43
H -6.23 2.61 -0.23
H -3.82 2.27 -0.69
*
```

For the HOMO-LUMO gap, the calculation gives 6.260 eV. As for the HOMO energy: -13.494 eV. As for the total energy: -2433.9622 Ha. The calculation puts the energy relative to the best compared isomer or geometry (same formula, charge and spin) at 81.1 kJ/mol.

No. 5
Molecular formula: C19H19N3O3
Method: DFT, wB97M-V/def2-TZVPD

Geometry as ORCA input:
```
! wB97M-V def2-TZVPD RIJCOSX def2/J DEFGRID3
* xyz 0 1
O 0.29 -0.05 -2.18
C 0.22 -1.01 -1.43
N 0.26 -2.31 -1.87
H 0.40 -3.03 -1.18
C 0.68 -2.62 -3.22
C 2.14 -3.02 -3.27
C 2.52 -4.31 -3.60
C 3.85 -4.67 -3.62
C 4.82 -3.73 -3.29
C 4.45 -2.44 -2.96
C 3.12 -2.09 -2.95
H 2.82 -1.08 -2.69
H 5.21 -1.71 -2.71
H 5.87 -4.01 -3.30
H 4.14 -5.68 -3.88
H 1.76 -5.04 -3.86
H 0.05 -3.42 -3.61
H 0.52 -1.71 -3.80
N 0.07 -0.89 -0.08
H -0.14 -1.68 0.50
C -0.19 0.40 0.53
C 0.08 0.29 2.01
O -0.05 -0.73 2.64
O 0.45 1.44 2.55
H 0.54 1.36 3.51
H 0.47 1.15 0.08
C -1.66 0.84 0.32
C -1.93 2.17 0.92
C -1.75 3.39 0.33
N -2.07 4.39 1.21
C -2.46 3.84 2.39
C -2.87 4.44 3.58
C -3.20 3.61 4.63
C -3.14 2.22 4.50
C -2.74 1.62 3.33
C -2.39 2.43 2.25
H -2.69 0.54 3.25
H -3.41 1.60 5.35
H -3.52 4.04 5.57
H -2.92 5.51 3.67
H -2.01 5.38 1.01
H -1.41 3.61 -0.66
H -1.83 0.87 -0.76
H -2.32 0.09 0.76
*
```

For the HOMO-LUMO gap, the calculation gives 8.652 eV. As for the HOMO energy: -7.910 eV. The SMILES is O=C(NCc1ccccc1)N[C@@H](Cc1c[nH]c2ccccc12)C(=O)O. As for the total energy: -1125.4930 Ha. The calculation puts the energy relative to the best compared isomer or geometry (same formula, charge and spin) at 11.9 kJ/mol.

No. 6
Molecular formula: C19H19N3O4S
Method: DFT, wB97M-V/def2-TZVPD

Geometry as ORCA input:
```
! wB97M-V def2-TZVPD RIJCOSX def2/J DEFGRID3
* xyz 0 1
O 4.28 0.93 0.41
O 4.25 -1.93 -0.35
O 0.03 2.42 3.11
O 1.39 0.56 2.54
N 1.22 -0.41 -0.84
C 3.12 0.79 0.08
C 3.04 -1.62 -0.36
C 0.97 -1.69 -1.09
C -3.16 -2.63 -2.19
C -2.31 -3.65 -1.84
C -2.66 -1.30 -2.26
C 2.48 4.17 -1.23
C 1.35 4.66 -0.55
C -0.98 -3.38 -1.49
C -1.35 -1.01 -1.97
C 3.00 2.90 -1.09
C 0.70 3.75 0.35
C -0.48 -2.06 -1.53
C 2.41 2.08 -0.19
C 1.24 2.56 0.62
N 2.51 -0.36 -0.38
N -0.86 0.81 1.39
C 2.04 -2.64 -0.81
C -1.40 -1.06 2.74
C -3.12 0.14 1.43
C -1.89 0.30 2.25
S 0.51 1.59 2.03
H -4.18 -2.88 -2.33
H -2.81 -4.63 -1.74
H -3.23 -0.47 -2.56
H 3.01 4.95 -1.90
H 0.95 5.65 -0.81
H -0.27 -4.15 -1.01
H -0.93 -0.03 -2.16
H 3.76 2.45 -1.71
H -0.04 4.21 0.90
H -0.57 0.06 0.79
H 2.40 -3.14 -1.65
H 1.84 -3.38 0.00
H -2.13 -1.49 3.46
H -0.45 -0.97 3.33
H -1.23 -1.58 1.79
H -3.40 1.21 1.03
H -2.97 -0.53 0.64
H -4.04 -0.23 2.00
H -2.06 1.03 3.16
*
```

For the HOMO-LUMO gap, the calculation gives 8.893 eV. As for the HOMO energy: -9.319 eV. The SMILES is CC(C)NS(=O)(=O)c1ccccc1C(=O)N1N=C(c2ccccc2)CC1=O. As for the total energy: -1598.7273 Ha. The calculation puts the energy relative to the best compared isomer or geometry (same formula, charge and spin) at 465.1 kJ/mol.

No. 7
Molecular formula: C19H19N3O5S
Method: DFT, wB97M-V/def2-TZVPD

Geometry as ORCA input:
```
! wB97M-V def2-TZVPD RIJCOSX def2/J DEFGRID3
* xyz 0 1
C -4.95 -0.01 3.47
C -5.39 0.81 2.27
H -5.49 1.87 2.54
H -6.32 0.44 1.84
O -4.41 0.70 1.22
C -3.51 1.67 1.13
O -3.52 2.70 1.75
C -2.46 1.36 0.06
N -1.14 1.72 0.54
S -0.66 0.74 1.84
O 0.47 1.38 2.44
O -1.79 0.46 2.69
C -0.11 -0.68 0.91
C 1.10 -0.44 0.28
C 1.66 -1.38 -0.57
C 0.99 -2.60 -0.74
C -0.21 -2.83 -0.10
C -0.80 -1.87 0.73
C -2.12 -2.18 1.37
H -2.38 -1.42 2.09
H -2.90 -2.23 0.61
H -2.07 -3.15 1.87
H -0.72 -3.77 -0.24
H 1.42 -3.35 -1.38
C 2.94 -1.14 -1.25
N 3.78 -2.12 -1.24
N 4.98 -1.97 -1.80
C 5.49 -0.83 -2.38
O 6.63 -0.82 -2.80
C 4.53 0.27 -2.44
C 4.90 1.46 -3.08
C 3.99 2.49 -3.19
C 2.69 2.33 -2.70
C 2.32 1.16 -2.06
C 3.24 0.12 -1.90
H 1.31 1.04 -1.70
H 1.97 3.12 -2.81
H 4.27 3.41 -3.67
H 5.90 1.54 -3.47
H 5.58 -2.78 -1.73
H 1.60 0.49 0.51
H -1.11 2.69 0.84
H -2.46 0.30 -0.17
H -2.68 1.93 -0.84
H -5.63 0.17 4.30
H -3.94 0.28 3.76
H -4.95 -1.07 3.23
*
```

For the HOMO-LUMO gap, the calculation gives 8.779 eV. As for the HOMO energy: -8.728 eV. The SMILES is CCOC(=O)CNS(=O)(=O)c1cc(-c2n[nH]c(=O)c3ccccc23)ccc1C. As for the total energy: -1674.1001 Ha. The calculation puts the energy relative to the best compared isomer or geometry (same formula, charge and spin) at 172.6 kJ/mol.

No. 8
Molecular formula: C19H19N3O5S
Method: DFT, wB97M-V/def2-TZVPD

Geometry as ORCA input:
```
! wB97M-V def2-TZVPD RIJCOSX def2/J DEFGRID3
* xyz 0 1
C 0.70 -2.87 -0.15
C 1.99 -2.13 -0.07
C 2.32 -0.81 -0.21
C 3.75 -0.80 -0.04
N 4.17 -2.02 0.19
O 3.10 -2.84 0.17
C 4.68 0.31 -0.07
C 6.01 0.07 -0.43
C 6.92 1.10 -0.47
C 6.53 2.39 -0.16
C 5.21 2.64 0.21
C 4.29 1.61 0.26
H 3.28 1.81 0.56
H 4.90 3.64 0.46
H 7.24 3.20 -0.20
H 7.95 0.90 -0.75
H 6.30 -0.94 -0.67
C 1.44 0.31 -0.59
O 1.74 1.18 -1.38
N 0.23 0.28 0.04
C -0.77 1.26 -0.23
H -0.28 2.12 -0.69
C -2.06 0.82 -0.97
N -2.82 1.34 0.14
C -1.73 1.58 0.93
O -1.62 1.89 2.08
C -4.07 0.70 0.42
C -5.13 1.24 -0.54
O -4.93 1.61 -1.65
O -6.34 1.24 0.03
H -7.01 1.59 -0.58
H -4.38 0.90 1.45
C -3.83 -0.83 0.23
C -3.36 -1.45 1.54
H -3.02 -2.47 1.36
H -2.54 -0.87 1.96
H -4.17 -1.47 2.26
C -5.05 -1.57 -0.32
H -5.90 -1.42 0.35
H -4.84 -2.63 -0.38
H -5.31 -1.21 -1.31
S -2.45 -0.96 -1.02
H -2.28 1.26 -1.94
H 0.00 -0.48 0.67
H 0.01 -2.36 -0.82
H 0.89 -3.88 -0.53
H 0.25 -2.97 0.84
*
```

For the HOMO-LUMO gap, the calculation gives 9.263 eV. As for the HOMO energy: -8.936 eV. The SMILES is Cc1onc(-c2ccccc2)c1C(=O)N[C@@H]1C(=O)N2[C@@H]1SC(C)(C)[C@@H]2C(=O)O. As for the total energy: -1674.0912 Ha. The calculation puts the energy relative to the best compared isomer or geometry (same formula, charge and spin) at 195.8 kJ/mol.

No. 9
Molecular formula: C19H19N4OsSe3Te2
Method: DFT, wB97M-V/def2-TZVPD

Geometry as ORCA input:
```
! wB97M-V def2-TZVPD RIJCOSX def2/J DEFGRID3
* xyz 1 1
Os -0.29 0.40 -0.78
C -3.20 0.69 4.00
C -2.24 -0.31 4.07
C -1.17 -0.31 3.19
C -1.05 0.69 2.23
C -2.01 1.70 2.17
C -3.08 1.70 3.05
N 0.00 0.65 1.26
C 1.29 0.52 1.63
C 1.79 0.63 2.96
C 3.13 0.55 3.18
C 4.07 0.34 2.14
C 3.64 0.23 0.86
C 2.25 0.31 0.59
N 1.71 0.25 -0.67
N 2.44 0.17 -1.71
C 1.68 0.23 -2.89
C 2.34 0.29 -4.10
C 1.60 0.41 -5.26
C 0.21 0.47 -5.18
C -0.38 0.39 -3.93
N 0.33 0.27 -2.80
H -4.04 0.70 4.69
H -2.33 -1.09 4.81
H -0.42 -1.09 3.25
H -1.90 2.48 1.43
H -3.82 2.49 2.99
H 1.11 0.81 3.78
H 3.49 0.65 4.20
H 5.13 0.29 2.36
H 4.32 0.08 0.03
H 3.42 0.26 -4.10
H 2.09 0.47 -6.22
H -0.40 0.57 -6.06
H -1.46 0.42 -3.82
Se -2.64 0.40 -1.08
Se -3.47 2.35 -1.88
Te -1.87 4.10 -1.11
Se 0.25 2.87 -1.02
C -0.02 -3.38 -1.66
Te -0.28 -2.12 0.02
C -2.33 -2.63 0.27
H -0.68 -3.07 -2.46
H -0.25 -4.39 -1.34
H 1.02 -3.32 -1.98
H -2.39 -3.59 0.76
H -2.80 -2.67 -0.71
H -2.80 -1.86 0.88
*
```

For the HOMO-LUMO gap (alpha / beta), the calculation gives 4.514 / 4.578 eV. As for the HOMO energy (alpha / beta): -9.967 / -10.004 eV. As for the total energy: -8785.2788 Ha. The calculation puts the energy relative to the best compared isomer or geometry (same formula, charge and spin) at 0.0 kJ/mol.

No. 10
Molecular formula: C19H19N5O4
Method: DFT, wB97M-V/def2-TZVPD

Geometry as ORCA input:
```
! wB97M-V def2-TZVPD RIJCOSX def2/J DEFGRID3
* xyz 0 1
C -0.32 -1.07 -2.19
H -0.04 -0.04 -2.40
O -1.30 -0.99 -1.18
C -1.80 -2.15 -0.66
C -1.48 -3.43 -1.10
C -2.04 -4.54 -0.48
C -2.91 -4.38 0.58
C -3.25 -3.11 1.02
C -2.70 -2.00 0.41
N -2.99 -0.68 0.80
C -3.33 -0.24 2.02
O -3.66 -0.92 2.97
C -3.27 1.29 2.14
O -2.47 1.92 1.16
C -1.14 1.63 1.10
C -0.46 0.82 2.00
C 0.89 0.56 1.83
C 1.58 1.11 0.75
C 0.90 1.94 -0.15
C -0.45 2.20 0.01
O -1.20 2.97 -0.82
C -0.56 3.61 -1.90
H -0.15 2.88 -2.60
H 0.23 4.28 -1.56
H -1.34 4.18 -2.40
H 1.46 2.35 -0.97
C 2.98 0.83 0.57
N 3.62 1.30 -0.43
N 4.93 1.05 -0.60
C 5.87 0.37 0.13
N 7.02 0.41 -0.48
N 6.87 1.12 -1.61
C 5.64 1.50 -1.69
H 5.20 2.07 -2.47
H 5.70 -0.13 1.06
H 3.45 0.19 1.33
H 1.40 -0.07 2.54
H -0.98 0.37 2.83
H -2.95 1.55 3.15
H -4.27 1.70 1.98
H -2.69 0.01 0.12
H -3.92 -2.97 1.85
H -3.34 -5.24 1.06
H -1.78 -5.52 -0.83
H -0.79 -3.57 -1.92
H -0.72 -1.53 -3.10
H 0.56 -1.62 -1.86
*
```

For the HOMO-LUMO gap, the calculation gives 8.100 eV. As for the HOMO energy: -8.392 eV. The SMILES is COc1ccccc1NC(=O)COc1ccc(/C=N/n2cnnc2)cc1OC. As for the total energy: -1310.1013 Ha. The calculation puts the energy relative to the best compared isomer or geometry (same formula, charge and spin) at 0.0 kJ/mol.